Entry 1:
Computed, not measured: C4H7AuLiO2 as an isolated structure, with the ωB97M-V functional and the def2-TZVPD basis.

Net charge: +2
HOMO energy (spin up / spin down), eV: -14.621 / -18.905
Multiplicity: 4
Lowest unoccupied orbital energy (spin up / spin down), eV: -10.0 / -12.3

XYZ file:
```
15
Properties=species:S:1:pos:R:3:forces:R:3
Au 1.14552 -2.71435 0.44392 -1.01 0.28 -1.64
O 1.29170 -0.62247 -0.40202 1.49 -2.28 0.85
O -2.53729 -3.75842 0.12661 1.27 2.21 -0.91
C 0.25007 0.16258 -0.41986 -1.40 1.36 -0.71
C -2.01647 -2.54336 0.37840 -1.37 -2.46 -0.33
C -1.14735 -0.34677 -0.28666 0.26 -0.12 0.52
C -1.32518 -1.83334 -0.60536 0.34 3.07 0.75
Li 2.69354 -0.11208 0.66228 0.41 0.46 -0.09
H 0.43180 1.20282 -0.72306 -0.06 -0.41 0.23
H -3.44197 -3.81695 0.44972 -0.46 -0.58 0.84
H -2.11566 -2.20202 1.41425 -0.22 0.49 -0.49
H -0.24848 -3.27956 -1.01734 2.09 -0.75 0.96
H -1.50817 -0.10012 0.72605 -0.19 -0.20 -0.15
H -0.92439 -1.97596 -1.62053 -1.02 -0.83 0.15
H -1.77935 0.22692 -0.98352 -0.13 -0.25 0.03
```
Forces are in eV/Å.

=====

Entry 2:
Computed, not measured: a 9-piece molecular cluster, C5H31N2O9 overall, with the ωB97M-V functional and the def2-TZVPD basis.

Net charge: +1
HOMO energy, eV: -12.696
Multiplicity: 1
Lowest unoccupied orbital energy, eV: -2.6

XYZ file:
```
47
Properties=species:S:1:pos:R:3:forces:R:3
O -2.95837 -1.73327 0.91240 -0.98 0.14 2.21
O 0.32956 -1.41641 -3.16140 -1.31 0.22 0.26
O -1.56295 -3.77119 -0.92704 -0.25 1.42 -1.66
O -1.19376 -3.20057 1.71409 -0.65 -0.37 0.64
O -1.32864 0.56058 -0.02972 -0.60 0.70 -0.10
O 0.15445 3.91908 -0.89003 -0.17 -0.71 -0.58
O -0.55371 3.14756 1.52326 -1.82 1.25 1.10
O -1.92512 2.74528 -2.10515 -0.05 0.23 0.10
O -4.42048 0.99847 -1.33921 0.00 0.43 1.28
N 0.76352 -1.62637 -0.22500 -1.33 0.75 -1.40
N 2.80431 -0.51298 0.95557 -2.14 0.63 -1.93
C 2.47715 0.48018 2.00066 0.52 -0.54 -0.40
C 1.97875 -0.20500 3.29460 2.52 0.92 -0.26
C 0.95816 -0.41336 -2.43591 -1.83 -0.51 3.44
C 1.75003 -1.03465 -1.19199 -0.50 1.96 -1.68
C 2.54032 0.04458 -0.47542 3.11 -1.15 1.92
H -4.27609 0.48172 -2.12094 0.10 0.13 -0.81
H -1.71860 3.07848 -2.99330 -0.09 -0.17 0.46
H -2.20199 -3.06245 1.60711 2.12 0.48 0.53
H 0.17052 -0.82221 0.04580 0.03 -0.03 0.09
H 2.84097 -0.80777 3.62497 -0.62 0.09 0.53
H 0.66805 4.67421 -1.12982 0.45 0.78 -0.07
H -1.03925 3.70753 2.19644 0.30 -0.72 -1.37
H 2.26717 1.11021 -0.48295 -0.62 -0.57 -0.03
H 0.04088 -2.25847 -0.62457 0.58 -0.35 -0.18
H 3.61178 -0.00683 -0.84933 -1.50 0.52 -0.48
H 1.16329 -1.98010 0.62750 0.65 -0.33 0.31
H -3.33210 -2.21170 0.19822 -0.19 0.34 -1.70
H -1.99559 0.92285 -0.66079 0.25 -0.65 -0.10
H 1.17339 -0.87033 3.03847 -0.49 -0.09 0.03
H 0.91702 -1.95883 -3.65558 0.97 -0.52 -0.66
H -1.37709 3.29387 -1.49697 -0.12 -0.28 -0.78
H 0.05480 0.15402 -1.89300 2.16 -0.52 -1.68
H 3.36757 1.11926 1.91604 -0.33 0.40 1.66
H 1.62767 0.19063 -3.02049 0.17 0.59 -0.15
H -1.51529 -3.76406 0.01365 0.54 -0.77 1.15
H -4.31319 1.94692 -1.51310 0.13 -0.59 -0.47
H 1.63105 1.10089 1.73532 -0.18 0.09 -1.01
H 0.10640 3.83243 0.06172 0.01 0.25 0.54
H 1.71314 0.57783 4.03127 0.02 -0.75 -0.19
H 2.53297 -1.66193 -1.60402 -0.59 -1.20 0.42
H 3.75919 -0.81772 0.87893 0.27 0.25 1.07
H -1.21935 1.36150 0.50586 0.32 -0.11 0.35
H 0.15958 2.86285 2.05977 1.47 -0.75 0.71
H -2.38752 -0.97574 0.77746 -0.12 0.16 -1.17
H -0.94616 -2.61591 2.45085 -0.34 -0.47 -0.31
H -1.29640 -4.58305 -1.34419 0.11 -0.58 0.35
```
Forces are in eV/Å.

=====

Entry 3:
Computed, not measured: C13H25Cl3NO4P2Sm as an isolated structure, with the ωB97M-V functional and the def2-TZVPD basis.

HOMO energy (spin up / spin down), eV: -6.568 / -6.573
Multiplicity: 6
Lowest unoccupied orbital energy (spin up / spin down), eV: -0.4 / -0.3

XYZ file:
```
49
Properties=species:S:1:pos:R:3:forces:R:3
Sm -0.00612 -0.33142 1.05041 -0.37 -0.26 -1.11
Cl 1.51496 0.72919 5.10818 -0.09 0.24 0.12
Cl -0.50447 -0.52328 6.79232 0.08 0.28 -0.16
Cl -1.32905 0.85514 4.36319 0.17 0.12 0.37
P -2.54350 -0.83432 -0.19451 -0.38 0.54 -2.30
P 2.32319 1.35287 0.73861 -0.10 1.59 -0.48
O -0.59281 -4.27825 0.20303 0.43 0.35 -0.22
O 0.23537 -1.15830 2.99894 0.25 -1.03 1.87
O -0.74219 -3.15619 -3.52810 0.92 0.07 0.15
O 0.26038 -2.49854 4.86439 0.03 0.81 -0.98
N 0.04300 0.78548 -1.34002 -0.46 0.26 0.48
C 0.83140 1.84053 -1.66328 -0.04 0.73 -0.96
C 0.80884 2.44047 -2.93122 0.83 0.06 1.51
C -2.11130 -0.34948 -1.90805 2.56 -1.14 -0.16
C 2.67797 2.60646 2.01681 0.21 -0.11 0.42
C -3.26206 -2.52876 -0.22799 0.00 -0.05 0.18
C 3.99993 0.97448 0.11909 0.23 -0.31 0.08
C -0.77747 0.80873 -3.61623 -0.54 0.40 -0.65
C 1.73082 2.49583 -0.59966 -0.25 -0.50 -0.39
C -0.95368 0.40808 -2.25186 0.06 -0.88 0.41
C 0.02552 1.87565 -3.93811 -0.67 -0.31 -0.49
C -3.99163 0.26472 -0.25917 -0.19 -0.04 1.02
C 0.17051 -1.44307 4.28577 -0.21 0.29 0.03
C -0.05508 -0.10072 5.14278 -0.11 -1.13 -0.46
H 1.85288 3.32846 2.05486 0.19 -0.25 0.07
H -0.99215 -2.52939 -2.84031 -0.37 0.36 0.05
H 3.62722 3.12307 1.80353 -0.37 -0.10 0.10
H 1.88305 -1.58898 0.41211 0.64 -0.40 -0.03
H -4.35116 0.38800 0.76449 -0.62 0.26 -0.19
H 2.46289 -1.28032 0.78289 -0.35 -0.21 -0.17
H -2.47333 -3.28354 -0.34898 -0.42 0.29 -0.04
H 3.94470 0.54930 -0.89020 0.00 0.07 0.18
H 0.18012 -2.89323 -3.70891 -0.58 -0.25 -0.11
H 1.44244 3.31424 -3.08691 -0.23 -0.25 -0.12
H -3.70209 -2.71427 0.76393 0.00 0.03 -0.31
H -0.00202 2.34568 -4.94235 0.13 -0.62 0.66
H -4.03900 -2.64923 -0.99938 0.32 0.11 0.21
H -0.60883 1.41065 1.46885 0.03 0.91 0.25
H 4.61998 1.88401 0.10522 -0.23 -0.31 -0.06
H 2.73910 2.09306 2.98376 0.09 0.33 -0.13
H 1.18044 3.31836 -0.10339 0.17 -0.45 -0.26
H 0.24191 -4.75339 0.31027 -0.18 0.00 0.05
H -2.48620 -0.91128 -2.77703 -0.50 0.36 0.52
H 4.46704 0.23451 0.78000 0.08 0.14 -0.15
H -4.72169 -0.19312 -0.94113 0.06 0.25 0.31
H -0.54364 -3.90573 -0.69026 0.00 -0.31 0.04
H -1.46846 0.35431 -4.34298 0.45 0.36 0.27
H -3.62692 1.21022 -0.68186 -0.26 -0.30 0.34
H 2.62118 2.91330 -1.10151 -0.39 0.02 0.22
```
Forces are in eV/Å.

=====

Max |F| (computed, Eh/bohr): 0.062 0.076 0.055